Entry 1:
# C4H7N3

C4H7N3 in the gas phase (ωB97M-V/def2-TZVPD, the Open Molecules 2025 dataset).

Results
- HOMO (Eh) = -0.3479
- charge = 0
- SMILES = CCc1c[nH]nn1

Each line ends with the Löwdin charge.
Element x y z (Å)
1 C -2.0730 0.7425 0.0924  -0.11
2 C -1.0543 -0.3816 -0.1177  -0.21
3 C 0.4065 -0.0640 0.0324  -0.31
4 C 1.4839 -0.3713 -0.7640  -0.05
5 N 2.5476 -0.2312 0.0644  -0.02
6 N 2.1723 0.1542 1.2853  -0.02
7 N 0.8858 0.2683 1.2687  0.04
8 H -3.0546 0.3009 0.3002  0.07
9 H -1.7955 1.3722 0.9439  0.07
10 H -2.1817 1.3754 -0.7942  0.07
11 H -1.2147 -1.1419 0.6563  0.11
12 H -1.2246 -0.8787 -1.0787  0.11
13 H 1.5954 -0.6462 -1.8034  0.12
14 H 3.5067 -0.4986 -0.0857  0.15

Atoms 1-2, force components in eV/Å:
0.031 0.034 0.005
-0.011 -0.069 -0.028

---

Entry 2:
# C3H8S4

2 unconnected molecules or ions with the total composition C3H8S4 in a non-equilibrium geometry (ωB97M-V/def2-TZVPD, the Open Molecules 2025 dataset).

Results
- HOMO (Eh) = -0.3042
- charge = 0

Each line ends with the Löwdin charge.
Element x y z (Å)
1 C 1.5462 -0.1093 0.5193  -0.62
2 C 0.3724 -0.4995 -0.3317  -0.71
3 C -0.9990 1.1052 -0.0623  -1.07
4 S 2.5151 1.1183 -0.4947  0.68
5 S -0.4031 -2.0356 0.1807  0.73
6 S -1.4861 1.0820 1.5458  0.72
7 S -2.2538 0.6378 -1.1962  0.65
8 H 1.2666 0.3548 1.5508  0.09
9 H 2.3050 -0.9164 0.6782  0.07
10 H 0.4646 -0.5969 -1.3471  0.01
11 H -0.4782 2.0321 -0.2347  0.02
12 H 3.1357 0.1552 -1.1565  -0.16
13 H -0.8890 -2.5873 -0.9493  -0.13
14 H -1.7908 -0.1735 1.5989  -0.18
15 H -3.3055 0.4331 -0.3013  -0.10

Atoms 1-2, force components in eV/Å:
1.009 0.534 0.480
-2.528 1.316 3.039

---

Entry 3:
# C6H11B3F7N3O11S

A molecular structure, C6H11B3F7N3O11S in a non-equilibrium geometry (ωB97M-V/def2-TZVPD, the Open Molecules 2025 dataset).

Results
- HOMO (Eh) = -0.4083
- charge = 0

Each line ends with the Löwdin charge.
Element x y z (Å)
1 O 1.4057 -0.2460 1.2614  -0.25
2 S 2.1390 -0.2774 0.0415  0.82
3 O 1.7053 0.8211 -0.7903  -0.27
4 B 1.8290 -1.8417 -0.9790  -0.62
5 O 2.6641 -2.3173 -1.9299  0.27
6 B 2.6921 -3.7179 -1.9732  -0.30
7 O 1.5748 -4.4610 -1.6893  0.26
8 B 0.9294 -3.8675 -0.6103  -0.28
9 O 0.6794 -2.4911 -0.7315  0.27
10 C 3.9337 0.0507 0.4132  -0.55
11 F 3.9441 0.9435 1.3578  0.18
12 F 4.5244 0.6053 -0.6135  0.18
13 C 4.7759 -1.1817 0.8111  -0.43
14 F 4.9829 -1.9811 -0.2005  0.21
15 F 5.9683 -0.7095 1.1492  0.19
16 C 4.2715 -1.9728 2.0386  -0.62
17 F 3.9670 -1.2071 3.0309  0.24
18 F 5.2671 -2.7399 2.4279  0.21
19 F 3.2624 -2.7645 1.7365  0.21
20 H 3.7137 -4.2358 -2.2733  0.13
21 H 0.6709 -4.4978 0.3552  0.14
22 C -0.5328 2.5539 0.6964  0.04
23 N -1.3477 3.7739 0.9541  -0.44
24 O -0.9360 4.5711 1.7705  0.08
25 O -2.3826 3.8810 0.3208  0.04
26 H 0.3506 2.5814 1.3223  0.09
27 H -1.1510 1.6958 0.9366  0.08
28 H -0.2594 2.5565 -0.3540  0.10
29 C -3.2851 -0.7133 1.2402  0.06
30 N -2.5871 -1.8248 0.5346  -0.44
31 O -2.8432 -1.9957 -0.6407  0.08
32 O -1.8056 -2.4867 1.1890  0.06
33 H -3.9439 -0.2149 0.5374  0.10
34 H -3.8481 -1.1498 2.0597  0.10
35 H -2.5235 -0.0344 1.6105  0.08
36 C -5.2325 4.1879 -2.1841  0.05
37 N -5.6151 2.7503 -2.1012  -0.45
38 O -5.5583 2.0919 -3.1206  0.06
39 O -5.9582 2.3364 -1.0107  0.05
40 H -4.9511 4.4128 -3.2063  0.09
41 H -6.0942 4.7747 -1.8800  0.10
42 H -4.3961 4.3414 -1.5067  0.08

Atoms 1-2, force components in eV/Å:
0.376 -1.340 1.679
-1.752 2.165 -0.700

---

Entry 4:
# C27H33Ge2N5O3PtS

A molecular structure, C27H33Ge2N5O3PtS (ωB97M-V/def2-TZVPD, the Open Molecules 2025 dataset).

Results
- HOMO (alpha / beta) (Eh) = -0.3921 / -0.4083
- multiplicity = 2
- charge = +1
- expectation value of S² = 0.80

Each line ends with the Löwdin charge.
Element x y z (Å)
1 Pt -0.1111 -0.1687 -0.1389  1.02
2 N -3.8419 0.9349 1.8640  0.14
3 C -2.5557 0.7615 1.5821  -0.77
4 S -2.0802 -0.7985 0.9588  0.66
5 N -1.7508 1.7888 1.8785  0.02
6 N -0.4843 1.5736 1.5919  -0.08
7 C 0.3448 2.5057 2.0222  -0.05
8 C 1.7326 2.3361 2.0556  -0.11
9 C 2.5250 3.4615 2.4304  -0.04
10 C 3.8751 3.3862 2.5221  -0.06
11 C 4.5265 2.1479 2.2573  -0.04
12 C 3.8215 1.0403 1.9170  0.00
13 C 2.3889 1.0581 1.8111  -0.33
14 O 1.7771 -0.0237 1.5302  -0.12
15 H -4.5134 0.2080 1.6867  0.11
16 H -4.1281 1.7816 2.3305  0.13
17 H -0.0870 3.4278 2.4080  0.13
18 H 2.0124 4.3933 2.6348  0.12
19 H 4.4590 4.2522 2.7985  0.11
20 H 5.6042 2.0918 2.3415  0.12
21 H 4.3141 0.0916 1.7447  0.12
22 C 2.5944 1.1030 -3.1725  0.04
23 C 1.4861 0.8955 -2.2082  -0.26
24 N 1.5794 0.1653 -1.1580  -0.18
25 O 2.7405 -0.4630 -0.8364  0.00
26 C 0.1675 1.4861 -2.3861  -0.24
27 C -0.1195 2.5356 -3.4048  0.00
28 N -0.7418 1.1249 -1.5011  -0.29
29 O -1.8789 1.5758 -1.3818  -0.07
30 H 3.5412 0.7877 -2.7443  0.09
31 H 2.6472 2.1449 -3.4834  0.09
32 H 2.3915 0.4937 -4.0590  0.10
33 H 2.6734 -0.5009 0.1535  0.07
34 H -0.0284 2.1344 -4.4158  0.10
35 H 0.5868 3.3619 -3.3096  0.10
36 H -1.1256 2.9188 -3.2689  0.08
37 C -2.9764 0.4690 -4.0976  -0.23
38 Ge -3.1157 -1.0831 -2.9122  0.71
39 C -4.4940 -0.7353 -1.5742  -0.25
40 C -3.6158 -2.6326 -4.0104  -0.23
41 Ge -0.9798 -1.8041 -1.8876  0.86
42 C 0.4451 -2.0193 -3.2167  -0.34
43 C 1.6994 -2.5752 -2.9660  -0.11
44 C 2.6274 -2.7245 -3.9848  -0.07
45 C 2.3185 -2.3274 -5.2800  -0.08
46 C 1.0735 -1.7819 -5.5515  -0.08
47 C 0.1492 -1.6288 -4.5248  -0.13
48 C -1.1926 -3.4273 -0.8249  -0.39
49 C -2.4776 -3.9228 -0.5986  -0.14
50 C -2.6762 -5.0744 0.1482  -0.07
51 C -1.5889 -5.7357 0.7006  -0.07
52 C -0.3070 -5.2424 0.5043  -0.07
53 C -0.1117 -4.0962 -0.2513  -0.11
54 H -3.7906 0.4042 -4.8214  0.03
55 H -2.0412 0.5012 -4.6544  0.00
56 H -3.0882 1.3907 -3.5336  0.01
57 H -5.4272 -0.4855 -2.0808  0.03
58 H -4.1996 0.1029 -0.9449  -0.02
59 H -4.6675 -1.6069 -0.9421  0.01
60 H -4.5825 -2.4256 -4.4715  0.03
61 H -3.7011 -3.5463 -3.4258  0.01
62 H -2.8912 -2.8085 -4.8061  0.02
63 H 1.9758 -2.8947 -1.9716  0.08
64 H 3.5943 -3.1593 -3.7677  0.11
65 H 3.0426 -2.4516 -6.0743  0.11
66 H 0.8156 -1.4833 -6.5593  0.11
67 H -0.8204 -1.2068 -4.7642  0.06
68 H -3.3409 -3.4100 -1.0052  0.07
69 H -3.6785 -5.4517 0.3021  0.11
70 H -1.7413 -6.6305 1.2891  0.11
71 H 0.5424 -5.7513 0.9399  0.11
72 H 0.8994 -3.7342 -0.3906  0.08

Atoms 1-2, force components in eV/Å:
-0.352 0.377 0.281
0.010 0.025 0.062

---

Entry 5:
# C3H8OS2

2 unconnected molecules or ions with the total composition C3H8OS2 in a non-equilibrium geometry (ωB97M-V/def2-TZVPD, the Open Molecules 2025 dataset).

Results
- HOMO (Eh) = -0.2793
- charge = 0
- SMILES = C1CSSC1.O

Each line ends with the Löwdin charge.
Element x y z (Å)
1 C -1.4701 -0.3647 0.6180  -0.34
2 C -0.8305 0.1976 1.8911  -0.55
3 S -0.4910 1.9692 1.5561  0.46
4 S 0.0223 1.5854 -0.4030  0.48
5 C -0.6042 -0.0640 -0.6198  -0.57
6 H -2.4850 0.0704 0.5390  0.11
7 H -1.5822 -1.4565 0.7624  0.11
8 H -1.4964 0.2063 2.7754  0.08
9 H 0.1585 -0.1770 2.2182  0.07
10 H 0.2706 -0.7348 -0.5181  0.06
11 H -1.1216 -0.3263 -1.5626  0.09
12 O 3.0159 0.0374 -2.5092  -0.09
13 H 3.9748 -0.1546 -2.6184  0.05
14 H 2.6393 -0.7884 -2.1291  0.04

Atoms 1-2, force components in eV/Å:
-0.452 -0.688 0.609
0.493 0.938 0.596

---

Entry 6:
# C6H10O

C6H10O in the gas phase (ωB97M-V/def2-TZVPD, the Open Molecules 2025 dataset).

Results
- HOMO (Eh) = -0.3173
- charge = 0

Each line ends with the Löwdin charge.
Element x y z (Å)
1 C 1.8906 0.7127 0.2927  -0.06
2 C 1.1190 -0.5656 0.5347  -0.32
3 O 0.5531 -0.6615 1.8458  0.00
4 C -0.3468 -0.7331 0.7768  -0.32
5 C -1.3034 0.3826 0.4386  -0.14
6 C -1.5706 0.1412 -1.0663  -0.30
7 C -0.1934 -0.1597 -1.5924  0.15
8 H 1.2791 1.6035 0.4516  0.08
9 H 2.7186 0.7360 1.0125  0.09
10 H 2.2923 0.7536 -0.7219  0.07
11 H 1.6479 -1.4675 0.2179  0.14
12 H -0.7809 -1.7317 0.6296  0.16
13 H -0.8186 1.3497 0.5900  0.11
14 H -2.2270 0.3672 1.0287  0.12
15 H -2.3163 -0.6572 -1.1891  0.10
16 H -1.9500 1.0599 -1.5244  0.10
17 H -0.1328 -1.2586 -1.7479  0.02

Atoms 1-2, force components in eV/Å:
-0.044 -0.018 0.059
0.476 -0.003 -0.069

---

Entry 7:
# C14H16N2O4S

C14H16N2O4S in the gas phase (ωB97M-V/def2-TZVPD, the Open Molecules 2025 dataset).

Results
- HOMO (Eh) = -0.3233
- charge = 0
- SMILES = C[C@@H](NS(=O)(=O)c1ccccc1)C(=O)NCc1ccco1

Each line ends with the Löwdin charge.
Element x y z (Å)
1 C 1.4052 -1.4467 -3.2989  -0.04
2 C 1.8533 -0.4837 -2.1996  -0.30
3 N 0.8649 0.5561 -1.9014  -0.08
4 S -0.7941 0.3272 -1.9885  0.68
5 O -1.2857 0.7348 -3.2734  -0.28
6 O -1.1167 -1.0001 -1.5333  -0.30
7 C -1.3007 1.5131 -0.7551  -0.28
8 C -1.3075 1.1325 0.5718  -0.04
9 C -1.6586 2.0604 1.5382  -0.06
10 C -1.9951 3.3522 1.1641  -0.07
11 C -1.9902 3.7209 -0.1725  -0.07
12 C -1.6393 2.7952 -1.1416  -0.06
13 C 2.2425 -1.2440 -0.9181  -0.47
14 O 3.4028 -1.3374 -0.5729  0.07
15 N 1.2121 -1.7976 -0.2645  0.09
16 C 1.3790 -2.4829 1.0029  -0.08
17 C 0.6184 -1.7951 2.0874  -0.27
18 C -0.6456 -1.9915 2.5659  -0.03
19 C -0.8496 -1.0069 3.5637  -0.07
20 C 0.3017 -0.2835 3.6104  -0.13
21 O 1.1913 -0.7508 2.7219  0.06
22 H 1.1785 -0.8919 -4.2075  0.09
23 H 2.2002 -2.1594 -3.5059  0.09
24 H 0.5123 -1.9852 -2.9947  0.07
25 H 2.7677 0.0267 -2.5211  0.15
26 H 1.0588 1.4134 -2.3953  0.11
27 H -1.0541 0.1172 0.8294  0.09
28 H -1.6680 1.7726 2.5783  0.10
29 H -2.2682 4.0753 1.9181  0.11
30 H -2.2601 4.7260 -0.4587  0.11
31 H -1.6382 3.0418 -2.1917  0.11
32 H 0.2696 -1.6625 -0.6188  0.08
33 H 1.0285 -3.5155 0.9111  0.13
34 H 2.4498 -2.4706 1.2258  0.13
35 H -1.3395 -2.7437 2.2514  0.11
36 H -1.7282 -0.8663 4.1593  0.10
37 H 0.6028 0.5498 4.2138  0.12

Atoms 1-2, force components in eV/Å:
0.149 0.054 0.020
0.102 -0.607 -0.057

---

Entry 8:
# C18H16N6O4

C18H16N6O4 in the gas phase in a non-equilibrium geometry (ωB97M-V/def2-TZVPD, the Open Molecules 2025 dataset).

Results
- HOMO (Eh) = -0.2713
- charge = 0

Each line ends with the Löwdin charge.
Element x y z (Å)
1 N -3.3569 -0.3175 2.7271  0.12
2 C -2.3357 0.2502 2.8303  -0.21
3 C -1.0534 0.8742 2.9435  -0.21
4 C 0.1125 0.0034 2.5073  -0.16
5 C 1.4191 0.6462 2.8322  -0.08
6 N 2.6283 -0.0031 2.8497  -0.17
7 O 3.0250 -1.1155 2.5380  0.04
8 O 3.5503 0.9528 3.4203  0.01
9 N 2.9236 2.1230 3.7452  0.14
10 C 1.6069 1.9002 3.3904  -0.16
11 C 0.4476 2.7451 3.5271  -0.12
12 N 0.4939 4.1745 3.7029  -0.35
13 O 1.5598 4.8128 3.6219  0.03
14 O -0.6093 4.7406 3.9268  -0.02
15 C -0.8480 2.1735 3.3586  0.04
16 H 0.0570 -0.9542 3.0572  0.17
17 H -1.7211 2.8040 3.5333  0.13
18 C 0.3892 1.1007 -3.5945  -0.16
19 C 0.1452 1.5728 -2.1580  -0.13
20 C 0.0112 0.4473 -1.1877  -0.09
21 C -0.2535 -0.8733 -1.6293  -0.07
22 N -0.3367 -1.1645 -2.9603  -0.06
23 C -0.4733 -0.1018 -3.9386  -0.15
24 C -0.8851 -2.4353 -3.3971  -0.15
25 C -0.4370 -3.5822 -2.5091  -0.16
26 C -0.7192 -3.2889 -1.0375  -0.13
27 C -0.4164 -1.8835 -0.6528  -0.10
28 C -0.2921 -1.5637 0.6813  0.05
29 N 0.0111 -0.3091 1.0755  0.00
30 C 0.1303 0.6890 0.1661  0.07
31 H 0.1594 1.9097 -4.2915  0.12
32 H 1.4478 0.8502 -3.7235  0.12
33 H 0.9578 2.2369 -1.8372  0.13
34 H -0.7660 2.1940 -2.1379  0.14
35 H -1.5342 0.2072 -4.0028  0.14
36 H -0.1871 -0.5194 -4.9122  0.13
37 H -1.9893 -2.3720 -3.3955  0.14
38 H -0.5598 -2.5918 -4.4337  0.13
39 H -0.9635 -4.4872 -2.8155  0.12
40 H 0.6341 -3.7639 -2.6465  0.12
41 H -1.7752 -3.5089 -0.8174  0.14
42 H -0.1322 -3.9637 -0.4046  0.13
43 H -0.3982 -2.2935 1.4880  0.16
44 H 0.3334 1.6843 0.5611  0.17

Atoms 1-2, force components in eV/Å:
1.872 0.960 0.078
-1.380 -0.584 -0.011